{"formula": "C5H9N3S", "method": "ωB97M-V/def2-TZVPD", "homo_ev": [-7.813, -7.274], "total_charge": 0, "e_lumo_ev": [0.5, -0.1], "symbols": ["C", "C", "C", "C", "C", "N", "N", "N", "S", "H", "H", "H", "H", "H", "H", "H", "H", "H"], "xyz": [[1.17228, -2.54895, -0.62949], [0.52701, -3.67025, -0.91937], [-0.78648, -1.96798, 0.14854], [-0.62524, 1.02331, -1.07036], [0.25671, 1.29116, 1.13873], [0.38956, -1.59092, -0.16101], [-1.91452, 0.11904, 0.68796], [-0.88327, 0.83603, 0.32275], [-1.11922, -3.57854, -0.40359], [2.19153, -2.30129, -0.96004], [0.93757, -4.55360, -1.45804], [-0.05533, 1.85584, -1.23493], [-0.07196, 0.16845, -1.48868], [-1.63304, 1.08959, -1.53126], [1.29037, 0.87208, 0.74336], [0.27947, 2.31718, 1.16806], [0.05971, 0.88397, 2.16594], [-1.89085, -0.11672, 1.63371]], "forces_ev_per_angstrom": [[2.04, 0.01, -1.86], [-0.07, -3.14, -1.05], [-1.63, 0.64, 0.16], [-2.86, -2.33, -0.90], [0.83, -4.36, 0.92], [-0.44, 2.41, 2.20], [1.64, -0.14, -3.45], [0.66, 0.18, 0.90], [0.40, 0.12, 0.12], [-0.43, -0.31, 0.38], [-0.45, 0.79, 0.68], [1.20, 2.41, -0.29], [-0.40, 0.16, 0.21], [0.80, 0.08, -0.21], [-2.29, 0.73, 0.74], [0.01, 2.52, 0.01], [0.56, 0.46, -0.78], [0.45, -0.22, 2.22]]}


{"formula": "C5H9N4O", "method": "ωB97M-V/def2-TZVPD", "homo_ev": [-12.141, -12.142], "total_charge": 1, "e_lumo_ev": [-4.5, -4.5], "symbols": ["C", "C", "C", "C", "C", "N", "N", "N", "N", "O", "H", "H", "H", "H", "H", "H", "H", "H", "H"], "xyz": [[-0.25576, -1.76269, 0.06892], [-2.14662, 1.16490, 0.58606], [-0.68487, -0.50950, 0.33417], [1.71280, -0.74096, -0.90288], [-0.06258, 0.70017, -0.12657], [0.89608, -1.91567, -0.63099], [-2.01719, -0.11225, 0.80123], [0.84502, 0.47231, -1.09458], [-1.09860, 1.63018, -0.13634], [1.03435, 1.10478, 1.59584], [-0.73379, -2.64203, 0.29419], [-3.17283, 1.68643, 0.73082], [2.25647, -0.66128, 0.10403], [2.45237, -0.67009, -1.69824], [1.52664, -2.70243, -0.54183], [-2.51792, -0.42104, 1.61679], [1.19329, 1.26382, -1.46286], [-0.92169, 2.38129, -0.80856], [1.69482, 1.73406, 1.27081]], "forces_ev_per_angstrom": [[1.91, 1.75, -0.93], [-1.79, 1.68, -2.16], [-1.79, -0.66, 1.20], [0.26, 2.41, 2.98], [0.94, -2.00, 2.92], [0.35, 0.34, -1.37], [1.70, 0.26, 0.62], [-1.15, -3.02, 0.95], [0.76, 0.59, -0.58], [-1.47, -0.34, -2.29], [-1.31, -1.78, 0.77], [2.35, -0.58, 0.04], [-0.20, 0.76, -1.41], [-0.43, -1.08, -0.29], [-0.86, -0.48, 0.16], [-0.12, -1.04, 0.10], [2.21, 2.79, -1.85], [-1.28, 0.38, 0.98], [-0.07, 0.03, 0.15]]}


{"formula": "C5H9N4O3", "method": "ωB97M-V/def2-TZVPD", "homo_ev": -14.024, "total_charge": 1, "smiles": "Nc1nc(CCC(=O)O)[nH][n+]1O", "e_lumo_ev": -3.6, "symbols": ["N", "C", "N", "C", "C", "C", "C", "O", "O", "N", "N", "O", "H", "H", "H", "H", "H", "H", "H", "H", "H"], "xyz": [[2.38387, -0.92724, 1.85185], [1.55862, -0.16736, 1.10861], [0.23138, -0.11066, 1.30838], [-0.23370, 0.70599, 0.38280], [-1.68913, 0.97923, 0.28496], [-2.42591, -0.34696, -0.08434], [-1.63824, -1.08785, -1.12221], [-1.10042, -2.15503, -0.91572], [-1.52225, -0.45265, -2.32039], [0.74214, 1.17324, -0.38542], [1.88340, 0.59951, 0.07564], [3.11729, 0.79405, -0.43821], [2.16413, -1.89724, 1.96958], [3.18233, -0.56425, 2.33535], [-1.87598, 1.71127, -0.49228], [-2.01122, 1.33226, 1.24976], [-2.43721, -0.95253, 0.80663], [-3.42357, -0.13183, -0.43970], [-0.68544, -0.74640, -2.69090], [0.66322, 1.82396, -1.15201], [3.11671, 0.42049, -1.33237]], "forces_ev_per_angstrom": [[0.47, 0.16, -0.47], [-0.76, -0.80, 1.19], [0.48, -0.01, -0.21], [-0.77, -0.45, 0.85], [0.05, -0.29, -1.23], [0.57, 0.57, 0.18], [0.35, -1.63, -0.10], [-0.19, 1.15, -0.17], [0.00, 0.74, 0.86], [-0.26, 0.40, -0.34], [0.70, -0.04, -0.27], [-0.24, 0.62, -0.02], [-0.33, -0.10, 0.33], [0.29, 0.12, -0.26], [-0.10, 0.32, 0.04], [-0.26, 0.22, 0.26], [-0.26, -0.39, 0.09], [-0.27, 0.10, 0.01], [-0.04, -0.54, -0.59], [0.45, 0.15, -0.06], [0.11, -0.30, -0.08]]}


{"formula": "C5H9N4P", "method": "ωB97M-V/def2-TZVPD", "homo_ev": [-6.150, -6.149], "total_charge": 0, "smiles": "N=C=C1C(N)=CC=P1(N)N", "e_lumo_ev": [0.4, 0.4], "symbols": ["C", "C", "C", "C", "C", "N", "N", "N", "N", "P", "H", "H", "H", "H", "H", "H", "H", "H", "H"], "xyz": [[1.29942, -0.05796, -1.51236], [1.47076, -1.01853, -0.49830], [0.27965, 0.85265, -1.36108], [-1.58977, 1.20566, 0.27015], [-0.50047, 0.67968, -0.19567], [1.18142, -1.24648, 2.31952], [0.12686, 1.99445, -2.15550], [-2.69315, 1.24575, 0.80549], [-0.82812, -1.80469, 0.98476], [0.46917, -0.71075, 0.87480], [1.98298, 0.00826, -2.34555], [2.37290, -1.60406, -0.41918], [0.66643, -1.83723, 2.95829], [0.58093, 1.91875, -3.05390], [-0.82043, 2.33179, -2.23343], [1.86414, -0.65067, 2.76458], [-3.07592, 2.10839, 1.16351], [-1.21093, -1.97143, 0.05833], [-1.57587, -1.44356, 1.57554]], "forces_ev_per_angstrom": [[-0.63, 0.28, -0.24], [-0.19, 0.43, 1.23], [0.08, -0.35, -0.58], [-0.93, -0.54, 0.60], [1.27, 0.09, 0.42], [0.08, 0.52, -0.01], [0.08, 0.49, -0.11], [-0.09, 0.04, -0.49], [-0.44, 0.11, 0.17], [0.53, -1.01, -0.87], [0.16, 0.10, -0.06], [-0.04, -0.21, 0.02], [0.01, 0.00, -0.15], [-0.10, 0.06, 0.03], [0.09, -0.12, -0.16], [-0.10, -0.02, -0.05], [0.22, 0.24, 0.21], [0.02, 0.01, 0.16], [-0.01, -0.12, -0.13]]}


{"formula": "C5H9N5S", "method": "ωB97M-V/def2-TZVPD", "homo_ev": -8.782, "total_charge": 0, "smiles": "CN(C)C(=S)n1ncnc1N", "e_lumo_ev": 0.4, "symbols": ["C", "C", "C", "C", "C", "N", "N", "N", "N", "N", "S", "H", "H", "H", "H", "H", "H", "H", "H", "H"], "xyz": [[-0.20050, 1.61280, -2.43402], [1.51707, 0.96837, -1.34284], [0.31990, -0.59375, 0.29172], [-1.86256, 0.18406, 1.06716], [-0.87466, -1.86233, 1.99947], [1.14618, 1.75315, -2.29514], [-0.71516, 0.80204, -1.52336], [0.34667, 0.38571, -0.82242], [2.79264, 0.74595, -0.93024], [-0.75366, -0.73052, 1.07913], [1.62370, -1.56624, 0.36634], [-0.75159, 2.06958, -3.12995], [-1.82759, 1.08214, 1.85336], [-1.72071, 0.66919, 0.07534], [-2.68819, -0.34449, 1.17612], [-0.09341, -2.62650, 1.64650], [-0.61530, -1.52205, 3.12496], [-1.87398, -2.02002, 1.97667], [3.34824, 1.17972, -1.61346], [2.88291, -0.18682, -0.56535]], "forces_ev_per_angstrom": [[2.30, -2.43, 4.11], [-1.70, -0.87, 0.97], [-0.68, 0.88, -1.58], [4.18, 5.03, -0.54], [4.82, 1.46, 1.63], [0.26, 1.09, -1.79], [-0.79, 0.64, -1.41], [1.56, -1.09, 2.32], [-1.86, 0.77, 0.35], [0.95, 0.36, 0.12], [0.83, -1.26, 0.66], [-1.98, 1.67, -2.47], [0.20, -2.18, -1.19], [-1.36, -0.15, 0.90], [-4.07, -2.08, 0.31], [-1.78, 0.68, 0.79], [-0.32, -0.74, -2.48], [-2.94, -1.66, 0.07], [1.57, 0.07, -0.65], [0.82, -0.23, -0.12]]}


{"formula": "C5H9NO", "method": "ωB97M-V/def2-TZVPD", "homo_ev": [0.280, -2.688], "s2": 0.753, "multiplicity": 2, "total_charge": -1, "e_lumo_ev": [3.6, 3.6], "symbols": ["O", "C", "C", "C", "C", "C", "N", "H", "H", "H", "H", "H", "H", "H", "H", "H"], "xyz": [[0.09598, 0.63385, 3.30582], [0.12095, -0.26954, 2.50663], [-0.45001, -0.07241, 1.12854], [0.17219, -0.90264, -0.03392], [-0.28254, -0.58818, -1.42858], [0.18511, 0.74547, -3.31002], [0.24031, 0.65749, -1.98450], [0.62795, -1.20566, 2.81879], [-1.53616, -0.22768, 1.06108], [-0.36287, 0.98605, 0.88139], [1.27547, -0.92199, 0.01401], [-0.05136, -1.95373, 0.22064], [-1.38713, -0.43350, -1.34293], [0.01443, -1.36688, -2.14670], [-0.07344, 1.74568, -3.68112], [0.44926, -0.06979, -4.00503]], "forces_ev_per_angstrom": [[0.04, 0.06, 0.59], [-0.21, 0.58, -0.40], [0.26, 0.03, -1.70], [0.96, -1.18, 1.64], [0.21, 1.62, -0.79], [-0.30, 0.65, -0.33], [-0.37, -0.38, 1.65], [-0.19, -0.21, -0.42], [0.07, -0.29, 0.53], [0.24, 0.12, 0.17], [-0.19, 0.56, 0.01], [-0.28, 0.02, -0.30], [0.05, -0.68, -0.49], [-0.55, -0.61, 0.31], [0.50, -0.32, -0.52], [-0.25, 0.05, 0.06]]}


Going through the records in order, we get F_max values of 4.53 4.01 1.67 1.44 6.56 2.23 eV/Å.
Going through the records in order, we get energy relative to the best compared isomer or geometry (same formula, charge and spin) values of 99.9 88.5 0.0 8.4 13.5 32.6 kcal/mol.